Below is C10H24BrClO7P4 in the gas phase, with properties calculated with ωB97M-V with the def2-TZVPD basis set.

Element x y z (Å)
C -2.20503 -4.63696 1.45407
C -2.21538 -3.22977 0.93941
O -1.22852 -2.69916 0.60477
O -3.42196 -2.61493 0.88552
C -3.72743 -2.01725 -0.38419
C -3.89470 -0.51067 -0.24166
C -2.61773 0.15878 0.30392
C -2.71023 1.67229 0.07024
C -1.81971 2.50400 1.02313
C -0.50164 2.96601 0.39570
C 0.22313 1.81138 -0.29603
C 1.70535 2.08230 -0.56870
P 2.62933 0.44181 -0.56597
P 2.58095 0.58988 1.71999
O 2.82493 -0.95748 2.28001
Cl 4.22758 1.72649 2.33480
P 2.59850 0.38928 -2.87446
O 1.08731 0.95351 -3.31842
Br 3.92179 2.06205 -3.57531
P 4.84814 0.13613 -0.65458
O 5.59764 1.36434 -0.63248
O 5.18191 -0.71003 -2.00971
O 5.30207 -0.84817 0.55854
H -1.31103 -5.13681 1.10640
H -2.20434 -4.63834 2.54243
H -3.08345 -5.18046 1.12256
H -2.98088 -2.25469 -1.13435
H -4.68339 -2.41946 -0.71743
H -4.70266 -0.36442 0.47618
H -4.14060 -0.04125 -1.19265
H -2.54668 -0.07395 1.36015
H -1.79642 -0.24895 -0.27960
H -2.56196 1.92918 -0.97792
H -3.74321 1.93426 0.30963
H -2.38367 3.39514 1.28726
H -1.65222 1.90799 1.91590
H 0.08820 3.42971 1.18685
H -0.72492 3.74814 -0.33087
H -0.33160 1.57383 -1.19941
H 0.10490 0.94311 0.35361
H 1.88366 2.65986 -1.46833
H 2.12461 2.67196 0.25071
H 1.83841 -0.74657 -0.52923
H 2.97502 -0.85184 3.23207
H 0.43163 0.25816 -3.16430
H 5.85852 -1.37942 -1.82302
H 5.15580 -1.74900 0.22478

Summary:
Spin multiplicity: 1
HOMO-LUMO gap: 7.19 eV

Atom charges from the Mulliken analysis, given in e for atoms 1 to 4:
1. C -1.108
2. C 0.734
3. O -0.473
4. O -0.356

Below is C10H24CrN4O7S as an isolated structure, with properties calculated with ωB97M-V with the def2-TZVPD basis set.

Element x y z (Å)
Cr 0.47823 -0.39245 -0.19780
C -3.23898 3.57273 -0.99939
N -2.35968 2.49275 -1.41494
C -2.05798 2.43375 -2.83795
C -1.50046 1.90394 -0.55682
O -0.55832 1.23253 -0.97866
C -1.79034 2.07515 0.91958
O -0.75634 1.51327 1.66380
C -1.14652 0.64710 2.70273
C -1.64309 -0.69102 2.16199
O -1.70217 -0.88404 0.93998
N -2.10975 -1.58038 3.05229
C -1.90077 -1.45679 4.48169
C -2.33918 -2.94484 2.60998
H -4.01896 3.68904 -1.74886
H -2.70219 4.52289 -0.91726
H -3.71494 3.35076 -0.04724
H -2.99023 2.41961 -3.40092
H -1.49281 1.52980 -3.03826
H -1.46738 3.29686 -3.15903
H -2.75954 1.61923 1.14339
H -1.84236 3.14493 1.15386
H -1.90586 1.12398 3.33198
H -0.24036 0.45357 3.27183
H -1.62149 -0.44518 4.75814
H -1.09732 -2.12644 4.79599
H -2.82325 -1.72419 5.00077
H -2.49081 -2.95318 1.53617
H -3.21951 -3.34838 3.11275
H -1.46545 -3.55681 2.84841
N 2.10249 -0.19124 -2.09680
C 1.73198 -1.28605 -2.98941
C 0.21482 -1.32847 -3.16964
N -0.38242 -1.58896 -1.86166
H 2.22291 0.68510 -2.58319
H 2.93039 -0.39381 -1.55223
H 2.04477 -2.21712 -2.51320
H 2.20393 -1.22719 -3.97542
H -0.04654 -2.08256 -3.91916
H -0.13432 -0.35314 -3.51752
H -0.01963 -2.46243 -1.48360
H -1.39162 -1.65644 -1.89590
O 3.17387 -1.98086 1.86164
S 1.83302 -1.53013 1.60760
O 1.28868 -2.11937 0.30684
O 1.77934 -0.04433 1.29888
O 0.88755 -1.83478 2.67477

Summary:
Spin multiplicity: 5
HOMO-LUMO gap (spin up / spin down): 6.68 / 8.28 eV

Atom charges from the Mulliken analysis, given in e for atoms 1 to 4:
1. Cr 0.500
2. C -0.975
3. N 0.195
4. C -0.771

Below is a 9-piece molecular cluster, C10H24F2N8O10 overall, with properties calculated with ωB97M-V with the def2-TZVPD basis set.

Element x y z (Å)
O -1.64921 -4.02654 1.85953
H -1.32598 -3.39502 2.50630
H -2.58168 -4.15620 2.04739
H -1.66230 -3.68998 0.96055
O -0.24197 -0.37304 0.03619
H -0.56983 -1.27361 0.09177
H -0.66871 0.22076 -0.58583
H -0.02849 -0.01187 0.89965
C 1.62661 0.79194 4.26303
C 1.92518 0.12789 5.41438
C 1.53443 -1.36220 5.62764
O 1.70197 -2.02702 6.74368
C 0.73382 -1.98756 4.72328
C 0.34432 -1.34252 3.44447
C 0.92106 0.13979 3.15444
O 0.88074 0.52504 2.00545
O -0.36056 -1.89901 2.56766
O 2.68829 0.85656 6.20860
H 2.00725 1.77556 4.03063
H 0.58192 -3.04879 4.85411
F -1.15974 1.43777 -1.66290
F -1.46366 -2.70175 -0.36600
C 2.15692 -2.25007 -1.15619
O 2.56341 -2.60453 -0.07763
N 0.93205 -2.49249 -1.59800
N 2.93151 -1.49973 -1.89436
H 0.67843 -2.10006 -2.49342
H 0.18613 -2.77255 -0.97730
H 3.80491 -1.21349 -1.47564
H 2.34158 -0.80225 -2.32516
C -4.38613 2.78929 0.97929
O -4.84811 1.64787 1.08988
N -3.21956 2.90765 0.43765
N -4.95543 3.86509 1.14486
H -2.68071 2.13150 0.08083
H -2.81901 3.82877 0.33183
H -4.22979 4.56763 1.14468
H -5.62989 3.88223 1.89646
C -0.12055 -0.37375 -4.78424
O 0.49397 -1.22935 -4.21601
N -0.87315 0.56287 -4.29645
N -0.01776 -0.03415 -6.06681
H -0.77916 0.69503 -3.29955
H -1.33306 1.28697 -4.82961
H 0.70446 -0.47080 -6.62164
H -0.43827 0.82418 -6.39322
C 2.50431 1.71075 -1.79898
O 3.67806 1.66121 -2.11435
N 1.52765 1.54989 -2.62557
N 2.12688 1.81245 -0.56302
H 0.55777 1.63128 -2.35573
H 1.80713 1.33628 -3.57233
H 1.29978 2.38659 -0.48318
H 2.80214 2.18550 0.08886

Summary:
Charge: -2
Spin multiplicity: 1
HOMO-LUMO gap: 5.20 eV

Atom charges from the Mulliken analysis, given in e for atoms 1 to 4:
1. O -0.254
2. H 0.436
3. H 0.436
4. H 0.387

Below is C10H25CaF6N6O4S2 as an isolated structure, with properties calculated with ωB97M-V with the def2-TZVPD basis set.

Element x y z (Å)
Ca -0.17723 0.13316 0.08101
N 0.22320 -2.37262 0.34000
C -0.76127 -3.16993 1.09136
C -1.37772 -2.30768 2.17576
N -1.94544 -1.06468 1.62537
C -3.26211 -1.22519 0.97755
C -3.18472 -1.37411 -0.53725
N -2.32328 -0.32323 -1.11273
H 1.03787 -2.19953 0.92373
H 0.57261 -2.88012 -0.46388
H -1.52976 -3.51142 0.39848
H -0.33121 -4.06564 1.54379
H -2.12964 -2.88457 2.72323
H -0.60902 -2.02288 2.89969
H -2.03207 -0.39958 2.38415
H -3.79496 -2.08790 1.38952
H -3.86099 -0.34505 1.21801
H -2.76489 -2.33984 -0.81501
H -4.19754 -1.34292 -0.94447
H -2.25008 -0.42889 -2.11948
H -2.76954 0.58478 -0.99026
F -3.20253 2.05680 1.85425
C -2.30080 2.94617 2.27198
F -2.09921 2.79168 3.57130
F -2.71426 4.16828 2.00354
S -0.67455 2.68731 1.43980
O -0.19867 1.39232 1.96256
O 0.11410 3.84908 1.67018
N -1.17502 2.41899 -0.09104
S -0.08729 2.54533 -1.27544
O 1.24621 2.37292 -0.72681
O -0.46158 1.62297 -2.31952
C -0.23393 4.24003 -1.99557
F -1.46813 4.42270 -2.42711
F 0.62136 4.29762 -3.00322
F 0.06869 5.13248 -1.07576
N 2.25099 0.03253 1.14153
C 3.53162 -0.72133 1.14780
C 3.69076 -1.68849 -0.01514
C 4.01688 -1.08622 -1.37985
C 3.03760 -0.07813 -1.95968
N 1.63715 -0.57284 -1.95225
H 2.35628 0.83154 0.51997
H 2.10817 0.45386 2.05448
H 3.55702 -1.28496 2.08093
H 4.38130 -0.03369 1.17960
H 2.80192 -2.31922 -0.08811
H 4.50414 -2.37115 0.24219
H 4.13752 -1.90813 -2.09303
H 4.99582 -0.60031 -1.33414
H 3.35945 0.16127 -2.97557
H 3.06931 0.86440 -1.41196
H 1.61790 -1.48295 -2.40449
H 1.10637 0.02595 -2.58092

Summary:
Energy relative to the best compared isomer or geometry (same formula, charge and spin): 18.0 kcal per mole
Charge: +1
Spin multiplicity: 1
HOMO-LUMO gap: 10.73 eV

Atom charges from the Mulliken analysis, given in e for atoms 1 to 4:
1. Ca 1.907
2. N -0.521
3. C -0.835
4. C -0.878

Below is C10H25Cl2CrN3O2Se2 as an isolated structure, with properties calculated with ωB97M-V with the def2-TZVPD basis set.

Element x y z (Å)
Cr 0.24491 -1.61153 0.51156
N 0.81917 0.24689 1.15535
C 0.51990 0.48888 2.58022
C 0.57022 -0.83088 3.33901
N -0.17047 -1.88061 2.59636
C -1.64214 -1.87727 2.79902
C -2.32925 -0.93165 1.81538
N -1.75461 -1.11746 0.46618
H 1.81149 0.40304 0.98287
H 0.30652 1.00506 0.60018
H -0.47049 0.93673 2.64677
H 1.22456 1.19104 3.02597
H 0.17563 -0.69932 4.34987
H 1.60763 -1.16363 3.42085
H 0.16359 -2.76851 2.96041
H -1.89227 -1.59377 3.82424
H -2.00202 -2.89354 2.62374
H -2.18823 0.10898 2.10070
H -3.40192 -1.12740 1.82768
H -1.87998 -0.21874 -0.06247
H -2.28696 -1.82221 -0.04219
Cl 2.37792 -2.63647 0.73966
C 1.71079 -4.20799 0.21902
Cl -0.04424 -3.94854 0.12490
H 1.94191 -4.96855 0.95637
H 2.09545 -4.44504 -0.76746
O 2.10900 3.09854 -1.51844
C 1.64244 1.79955 -1.82268
C 0.17629 1.83459 -2.27724
C 0.17919 2.62490 -3.61414
O -1.10130 2.89645 -4.13832
C -0.68585 2.62106 -1.28561
Se -1.38853 1.64928 0.27725
C -0.39910 0.43812 -2.52449
Se 0.58688 -1.14259 -1.86806
H 3.00797 3.20784 -1.83506
H 1.72835 1.16853 -0.93325
H 2.23108 1.32934 -2.61856
H 0.80059 2.08714 -4.34388
H 0.63753 3.59508 -3.42484
H -1.48500 2.09994 -4.51585
H -1.55744 3.01906 -1.79815
H -0.11168 3.45398 -0.88789
H -0.49092 0.22079 -3.59021
H -1.38662 0.36090 -2.07473

Summary:
Energy relative to the best compared isomer or geometry (same formula, charge and spin): 81.2 kcal per mole
Charge: +1
Spin multiplicity: 4
HOMO-LUMO gap (spin up / spin down): 5.92 / 5.87 eV

Atom charges from the Mulliken analysis, given in e for atoms 1 to 4:
1. Cr 0.234
2. N 0.035
3. C -0.641
4. C -0.794

Below is C10H25FeN6O2 as an isolated structure, with properties calculated with ωB97M-V with the def2-TZVPD basis set.

Element x y z (Å)
Fe -0.25102 0.22574 -0.10531
N 1.38330 -0.11658 -1.52716
C 2.13796 1.14179 -1.77042
C 2.23972 1.92203 -0.47396
N 0.90459 2.15900 0.10563
C 0.17144 3.21770 -0.62575
C -1.32266 2.97323 -0.56611
N -1.60858 1.61542 -1.09240
C 0.99040 2.47978 1.54847
C 0.96390 1.22427 2.39839
N -0.25955 0.44341 2.06266
H 2.01136 -0.78028 -1.07830
H 1.13554 -0.53712 -2.41855
H 1.60551 1.70970 -2.53248
H 3.13352 0.93598 -2.16223
H 2.77112 2.86416 -0.64401
H 2.82442 1.34671 0.24776
H 0.49444 3.21783 -1.66731
H 0.41351 4.20513 -0.22332
H -1.85531 3.74620 -1.12006
H -1.67714 3.01191 0.46528
H -1.49908 1.61850 -2.10450
H -2.58180 1.36178 -0.94418
H 0.13118 3.09970 1.81143
H 1.88452 3.07078 1.76511
H 0.98505 1.48868 3.45510
H 1.82492 0.58587 2.19841
H -1.07729 0.90965 2.44920
H -0.21833 -0.45550 2.53536
C -2.44153 -3.77378 -0.40610
C -1.43606 -2.69238 -0.18387
N -1.63171 -1.45315 -0.44498
O -2.82851 -1.05052 -0.97657
C -0.09351 -3.02564 0.36494
C 0.36975 -4.42835 0.59718
N 0.64556 -2.00597 0.60110
O 1.79644 -1.88737 1.03280
H -3.44841 -3.45843 -0.12702
H -2.20393 -4.65039 0.19026
H -2.45057 -4.08062 -1.45601
H -3.39244 -1.81852 -1.15750
H 0.13329 -5.05916 -0.25940
H -0.11816 -4.85617 1.47544
H 1.44411 -4.44499 0.76298

Summary:
Energy relative to the best compared isomer or geometry (same formula, charge and spin): 0.0 kcal per mole
Charge: +2
Spin multiplicity: 6
HOMO-LUMO gap (spin up / spin down): 9.22 / 7.68 eV

Atom charges from the Mulliken analysis, given in e for atoms 1 to 4:
1. Fe 0.643
2. N -0.528
3. C -0.814
4. C -0.920